Below is a gas-phase ion, C6H10FN2 (charge +1) at a distorted geometry, with properties calculated with the ωB97M-V functional and the def2-TZVPD basis.

Values from the calculation:
Electronic energy ... -12071.4856 eV
ΔE to the lowest compared entry with this formula, charge and spin ... 393.00 kJ/mol
Charge ... +1
Strongest force on any atom ... 4.4 eV/A
Frontier orbital gap ... 0.358 hartree
Structure (SMILES) ... CC#C/C=C\N[C@@H]([NH3+])F

Atoms and positions in Å:
C  -0.97820  -1.81952  2.85103
H  1.46133  -1.15498  -0.52094
H  0.15504  -0.36426  -0.25800
C  -0.90134  -0.84959  1.80011
H  -1.96170  -1.46969  3.47188
C  -0.18256  1.82110  -0.75760
F  0.46952  0.38116  -3.07158
H  -0.05811  -1.86319  3.39234
N  1.16806  1.47899  -1.17848
C  1.33507  0.34861  -1.99035
H  2.41393  0.40337  -2.37356
H  -1.11251  -2.70955  2.40418
H  -1.97115  1.71525  0.41698
H  -0.75482  2.60681  -1.17383
N  0.72973  -0.79245  -1.10578
H  1.76628  2.26137  -1.44405
C  -0.98434  1.26453  0.19429
C  -0.80727  0.16558  1.13771
H  0.21306  -1.42352  -1.79434



Below is a molecular structure, C6H10FN2O7S2Tl at a distorted geometry, with properties calculated with the ωB97M-V functional and the def2-TZVPD basis.

Values from the calculation:
Electronic energy ... -52751.8220 eV
Charge ... +2
Strongest force on any atom ... 4.6 eV/A
Frontier orbital gap ... 0.114 hartree

Atoms and positions in Å:
C  0.77899  3.06533  -1.28879
F  1.79846  2.85764  -0.51026
C  -0.42370  1.79752  -2.78962
H  -1.46883  -1.58357  1.70090
H  2.16200  -1.73870  0.09745
O  -0.11399  3.82199  -1.03939
C  -0.35101  0.05460  2.55505
N  0.13415  -0.86283  -2.28791
S  0.21581  -2.13131  -1.18886
O  -1.17691  2.30372  -3.55432
N  0.85693  2.31671  -2.50072
H  1.51573  1.55049  -2.35496
H  -1.34957  0.49188  2.73134
O  -1.10382  0.56689  -0.53731
H  0.42732  1.15793  3.91259
O  -2.22486  -0.11457  -2.55413
O  -1.11387  -2.48913  -0.78661
C  0.61285  -2.09538  1.52387
Tl  -2.37962  3.59591  -2.26568
C  -0.54732  -1.39396  2.23594
O  0.40735  0.21665  3.71159
C  1.13059  -1.44252  0.26055
H  0.08698  0.66413  1.74412
S  -1.01554  0.24786  -1.92754
H  1.12232  -0.36154  0.23356
O  0.97534  -3.19325  -1.71908
H  1.46888  -2.31375  2.16314
H  0.22835  -3.08238  1.24198
H  -0.65302  -1.90635  3.19311